[1]
DFT (the ωB97M-V functional and the def2-TZVPD basis) results for a single C11H7NO2 molecule in a non-equilibrium geometry.

Values from the calculation:
* E_HOMO (alpha / beta): -8.0 / -8.0 eV
* LUMO (alpha / beta): -0.0348 / -0.0348 Eh
* calculated total energy: -628.50413 Eh
* ΔE to the lowest compared entry with this formula, charge and spin: 33.3 kcal per mole

Cartesian coordinates (Å):
C  -2.085  -1.567  -0.085
C  -0.847  -1.940  -0.536
C  -2.365  -0.222  0.321
C  0.258  -1.015  -0.680
C  -1.319  0.676  0.400
C  -0.055  0.329  -0.120
C  -1.274  2.087  0.691
C  0.022  2.526  0.429
C  2.924  0.310  -0.413
C  1.496  -1.477  0.310
C  0.868  1.410  -0.017
N  2.608  -0.843  0.027
O  1.330  -2.165  1.246
O  2.204  1.420  -0.321
H  -2.764  -2.397  -0.022
H  -0.723  -2.906  -0.877
H  -3.343  -0.019  0.610
H  0.832  -1.107  -1.587
H  -2.065  2.691  0.960
H  0.450  3.569  0.489
H  3.849  0.638  -0.825

---

[2]
DFT (the ωB97M-V functional and the def2-TZVPD basis) results for a single C11H8Cl2N2OS molecule in a non-equilibrium geometry.

Values from the calculation:
* E_HOMO: -8.3 eV
* LUMO: -0.0098 Eh
* calculated total energy: -1927.31726 Eh

Cartesian coordinates (Å):
C  4.674  -0.274  -0.007
C  3.228  0.100  -0.002
C  2.817  1.427  -0.001
C  1.480  1.773  0.002
C  0.502  0.780  0.005
C  0.885  -0.556  0.005
C  2.231  -0.874  0.001
Cl  2.674  -2.544  0.001
H  0.136  -1.329  0.007
N  -0.835  1.180  0.006
C  -1.943  0.423  0.005
N  -1.994  -0.878  0.005
C  -3.260  -1.319  0.002
C  -4.260  -0.367  0.000
C  -5.686  -0.549  -0.004
O  -6.507  0.337  -0.005
H  -5.978  -1.617  -0.005
S  -3.515  1.217  0.002
Cl  -3.536  -2.992  0.002
H  -0.987  2.180  0.006
H  1.192  2.814  0.003
H  3.564  2.207  -0.003
H  4.911  -0.876  0.870
H  5.303  0.611  -0.008
H  4.905  -0.874  -0.886

---

[3]
DFT (the ωB97M-V functional and the def2-TZVPD basis) results for a molecular structure, C11H8ClLaNO4 in a non-equilibrium geometry.

Values from the calculation:
* E_HOMO: -17.5 eV
* LUMO: -0.5203 Eh
* total charge: +3
* calculated total energy: -1270.26480 Eh

Cartesian coordinates (Å):
La  -0.003  -0.027  0.113
O  0.172  3.662  0.417
C  0.119  2.521  0.245
C  -0.125  -2.557  0.002
O  -0.180  -3.708  0.085
C  2.560  -0.122  0.005
O  3.712  -0.174  0.046
C  -2.558  0.122  -0.053
O  -3.710  0.180  -0.036
C  0.033  0.672  -5.126
H  -0.872  1.288  -5.130
H  0.991  1.199  -5.110
C  -0.031  -0.667  -5.183
H  0.873  -1.282  -5.216
H  -0.989  -1.192  -5.236
Cl  -0.167  2.486  5.523
C  -0.101  1.019  4.641
C  -0.063  -0.203  5.307
C  -0.009  -1.368  4.544
C  0.006  -1.287  3.155
N  -0.031  -0.084  2.513
C  -0.087  1.078  3.244
H  -0.076  -0.222  6.396
H  0.023  -2.347  5.013
H  0.049  -2.182  2.517
H  -0.116  2.020  2.694

---

[4]
DFT (the ωB97M-V functional and the def2-TZVPD basis) results for a molecular structure, C11H8CuN.

Values from the calculation:
* E_HOMO: -7.5 eV
* LUMO: 0.0023 Eh
* calculated total energy: -2119.15992 Eh

Cartesian coordinates (Å):
Cu  2.544  -0.868  -0.046
C  0.098  -0.034  3.535
C  -1.053  0.364  2.873
C  -1.074  0.372  1.493
C  0.053  -0.019  0.764
N  1.162  -0.402  1.430
C  1.178  -0.408  2.762
C  0.079  -0.028  -0.739
C  -1.065  0.358  -1.447
C  -1.066  0.360  -2.831
C  0.076  -0.025  -3.517
C  1.210  -0.408  -2.814
C  1.250  -0.423  -1.421
H  0.164  -0.057  4.614
H  -1.930  0.669  3.429
H  -1.971  0.684  0.983
H  2.103  -0.727  3.226
H  -1.972  0.662  -0.943
H  -1.956  0.659  -3.369
H  0.083  -0.026  -4.601
H  2.087  -0.704  -3.378

---

[5]
DFT (the ωB97M-V functional and the def2-TZVPD basis) results for a molecular structure, C11H8F5N2OS7Te2W.

Values from the calculation:
* E_HOMO: -4.5 eV
* LUMO: 0.0643 Eh
* total charge: -1
* calculated total energy: -4498.77132 Eh
* ΔE to the lowest compared entry with this formula, charge and spin: 0.1 kcal per mole

Cartesian coordinates (Å):
W  1.250  -0.778  -0.778
C  -2.436  -2.065  -1.461
C  -2.241  -0.744  -0.797
N  -1.125  -0.106  -0.532
C  -1.374  1.131  0.018
C  -2.678  1.420  0.240
S  -3.637  0.117  -0.290
C  -0.239  2.019  0.204
C  -0.274  3.337  0.515
S  1.316  3.951  0.521
C  1.944  2.418  0.090
N  1.014  1.505  -0.028
C  3.416  2.281  -0.091
H  -1.562  -2.323  -2.047
H  -3.319  -2.014  -2.100
H  -2.588  -2.841  -0.713
H  -3.097  2.311  0.675
H  -1.135  3.947  0.724
H  3.903  3.217  0.183
H  3.649  2.039  -1.127
H  3.795  1.475  0.535
S  -4.877  -2.569  4.048
C  -3.436  -2.145  3.360
S  -2.683  -3.005  2.073
C  -1.217  -2.044  1.893
C  -1.164  -0.981  2.729
S  0.056  0.277  2.898
S  -2.529  -0.756  3.807
S  -0.120  -2.664  0.697
F  5.152  -0.816  -2.635
Te  3.507  -0.322  -3.466
F  0.783  0.406  -2.265
F  4.373  -0.505  -5.199
F  2.195  -2.429  -0.565
F  0.424  -1.918  -2.068
O  2.867  -0.214  -1.050
Te  2.087  -0.608  2.003

---

[6]
DFT (the ωB97M-V functional and the def2-TZVPD basis) results for a single C11H8N2O4 molecule.

Values from the calculation:
* E_HOMO: -9.3 eV
* LUMO: -0.0381 Eh
* calculated total energy: -834.33254 Eh

Cartesian coordinates (Å):
N  2.069  -0.012  1.111
C  0.848  0.166  0.404
C  -0.080  1.071  0.942
C  0.280  1.782  2.225
O  -0.748  2.637  2.715
N  -1.717  1.855  3.475
O  -1.657  2.107  4.600
C  -1.290  1.296  0.299
C  -1.617  0.619  -0.870
C  -0.723  -0.305  -1.381
C  0.512  -0.531  -0.759
C  1.415  -1.546  -1.377
O  2.624  -1.470  -1.344
C  0.722  -2.665  -2.074
C  -0.460  -2.449  -2.652
C  -1.057  -1.088  -2.603
O  -1.734  -0.649  -3.503
H  2.742  0.690  0.824
H  2.488  -0.901  0.872
H  0.568  1.049  2.981
H  1.146  2.420  2.062
H  -1.989  2.005  0.717
H  -2.556  0.788  -1.376
H  1.203  -3.632  -2.115
H  -0.988  -3.237  -3.172